(P)
Computed, not measured: a gas-phase ion, C8H12N3S (charge +1), with the ωB97M-V functional and the def2-TZVPD basis.

Its total charge is +1. As for the SMILES: CS/C(N)=N\c1ccc[n+](C)c1. The calculation puts the gap between HOMO and LUMO at 8.22 eV. The multiplicity is 1. The HOMO energy is -0.4428 Eh.

Positions of all 24 atoms, in Å:
H 0.9198 3.6194 -1.8350
H -0.0926 2.4316 2.1189
H 0.3002 4.2227 0.3312
C 0.3148 0.7670 0.6687
N 0.8323 1.6382 -1.4953
C 0.1601 2.1305 1.0889
C 0.3195 3.2221 0.2156
C 0.6857 0.6245 -0.6399
C -0.1326 -1.3880 1.5185
H -2.1731 -3.9194 -0.2317
H -2.9113 -3.1859 1.2036
H 0.0885 0.9506 -3.3306
C 0.7213 2.9036 -1.0826
C 1.0328 1.2008 -2.8276
H -0.1907 -3.3020 2.1471
H 0.6563 -2.1035 3.1669
H -1.4797 -3.9177 1.4809
H 1.5011 1.9499 -3.4717
N 0.0993 -2.3664 2.3820
S -1.3312 -1.7313 0.2796
C -1.9883 -3.3547 0.7313
N 0.2958 -0.1935 1.5889
H 0.8584 -0.3793 -0.9292
H 1.5137 0.1807 -3.0786

natural (NBO) atomic charge list, values in e, 4 entries: 0.23 0.25 0.24 0.16

=====

(Q)
Computed, not measured: a gas-phase ion, C8H12N3S (charge +1), with the ωB97M-V functional and the def2-TZVPD basis.

Its total charge is +1. The calculation puts the gap between HOMO and LUMO (alpha / beta) at 6.79 / 6.48 eV. The multiplicity is 1. The HOMO energy (alpha / beta) is -0.3966 / -0.3902 Eh.

Positions of all 24 atoms, in Å:
N -0.6420 -0.9765 -1.5400
S -3.2356 -0.7535 -2.4634
C 0.1225 1.8756 1.8047
C 1.6485 -1.3618 -0.8348
H 1.0205 -2.9002 0.7956
C 0.3492 -0.6922 -0.7765
C 1.9412 -2.2410 0.4730
H -0.3975 1.3751 2.6097
H -4.1754 -0.0388 -1.9261
C -1.0310 1.2774 -0.1348
H 1.8016 0.2334 1.4939
H 1.6605 -1.8970 -1.7357
H 2.1979 -1.3908 1.1662
H -1.9382 2.6708 1.2743
H -0.8821 3.3943 0.4584
C -1.8312 -0.3149 -1.5003
H 2.7483 -2.9218 0.4359
H 0.8071 2.6573 2.1656
N 0.1808 0.4623 0.0422
C 0.8718 0.8316 1.0922
H 2.4826 -0.6083 -0.8361
N -2.0009 0.8362 -0.8051
H -0.7134 -1.8796 -2.1338
C -0.9855 2.3624 0.8748

natural (NBO) atomic charge list, values in e, 4 entries: -0.45 0.08 -0.46 -0.45

=====

Least stable of them? (Q).